Here is one molecule with the formula C3H3NOS2 in a non-equilibrium geometry from the Open Molecules 2025 dataset. Energies are from wB97M-V/def2-TZVPD.

```
! wB97M-V def2-TZVPD RIJCOSX def2/J DEFGRID3
* xyz 0 1
S -3.18971 -0.09554 -0.17405
C -1.73018 -0.17259 0.51756
C -0.44283 -0.02169 -0.27260
O 0.24569 1.18496 0.15033
N 1.65137 1.07511 -0.03612
C 2.01308 -0.13021 -0.11088
S 0.72031 -1.36616 0.01520
H -1.59174 -0.29211 1.55664
H -0.73085 0.17988 -1.29328
H 3.05486 -0.36165 -0.35281
*
```

Computed properties:
Structure (SMILES) = S=C[C@H]1ON=CS1
ΔE to the lowest compared entry with this formula, charge and spin = 303.8 kJ/mol
Orbital gap = 8.5 eV

***

Here is a 18-piece molecular cluster, C2H39O18 overall in a non-equilibrium geometry from the Open Molecules 2025 dataset. Energies are from wB97M-V/def2-TZVPD.

```
! wB97M-V def2-TZVPD RIJCOSX def2/J DEFGRID3
* xyz -1 1
C -0.19056 -0.39778 0.55079
C -0.05129 0.89537 -0.26057
O -1.30711 1.13950 -0.83581
H -0.73185 -0.16904 1.54081
H 0.80215 -0.95007 0.74814
H -0.77557 -1.18231 0.09629
H 0.67625 0.88612 -1.03692
H 0.18834 1.73197 0.31262
O -2.00356 -2.54403 -2.06914
H -2.32856 -1.66694 -1.80441
H -2.70540 -2.82629 -2.68011
O -2.59904 2.25899 1.13248
H -2.07351 3.10265 1.11645
H -2.11655 1.79177 0.49877
O 2.79068 -3.64390 0.31478
H 1.96062 -3.63766 -0.21895
H 2.81645 -3.03498 1.03959
O 3.14665 0.08786 -0.41096
H 3.85197 0.04847 -1.06467
H 2.67614 0.87775 -0.77951
O -0.55034 0.02635 -3.13898
H -0.77418 0.34871 -2.25478
H 0.26149 -0.46478 -2.98969
O 0.66564 -2.17084 3.06039
H 0.41497 -1.23461 3.11178
H -0.09111 -2.70839 3.25808
O 1.37836 4.46740 1.73580
H 0.82913 4.52794 0.95787
H 2.04145 3.83097 1.42551
O -3.39585 -0.46593 -0.48483
H -3.83362 -0.48090 -1.36406
H -2.62654 0.09029 -0.57672
O -0.43583 -4.24499 0.59261
H 0.14093 -4.46696 1.32539
H -1.01913 -3.61486 0.99166
O 1.74221 -1.22198 -2.85968
H 2.36495 -0.63790 -2.44470
H 1.85668 -1.09766 -3.81438
O -0.49889 3.66781 -1.72040
H -0.81944 2.78822 -1.38285
H -0.28797 3.35221 -2.55409
O 3.03056 -1.41193 1.85772
H 2.13926 -1.55274 2.18856
H 2.93896 -0.82022 1.12388
O -0.19682 0.30413 3.90928
H -0.27779 1.07599 3.39629
H -1.02394 0.34417 4.38022
O -2.78795 -2.78739 1.01192
H -2.95451 -2.27191 1.76188
H -2.88358 -2.18196 0.31108
O 2.44536 2.40603 -1.73718
H 2.52525 1.97752 -2.63825
H 1.57193 2.84473 -1.76994
O 2.09030 1.21365 2.28289
H 2.49737 1.77842 1.64444
H 1.24975 1.07118 1.86102
O -3.30508 1.97563 -2.27685
H -2.50861 1.67596 -1.85944
H -3.93963 1.30122 -2.51114
*
```

Computed properties:
ΔE to the lowest compared entry with this formula, charge and spin = 204.9 kJ/mol
Orbital gap = 8.6 eV

***

Please write out number 2 again, unchanged.
Here is a 18-piece molecular cluster, C2H39O18 overall in a non-equilibrium geometry from the Open Molecules 2025 dataset. Energies are from wB97M-V/def2-TZVPD.

```
! wB97M-V def2-TZVPD RIJCOSX def2/J DEFGRID3
* xyz -1 1
C -0.19056 -0.39778 0.55079
C -0.05129 0.89537 -0.26057
O -1.30711 1.13950 -0.83581
H -0.73185 -0.16904 1.54081
H 0.80215 -0.95007 0.74814
H -0.77557 -1.18231 0.09629
H 0.67625 0.88612 -1.03692
H 0.18834 1.73197 0.31262
O -2.00356 -2.54403 -2.06914
H -2.32856 -1.66694 -1.80441
H -2.70540 -2.82629 -2.68011
O -2.59904 2.25899 1.13248
H -2.07351 3.10265 1.11645
H -2.11655 1.79177 0.49877
O 2.79068 -3.64390 0.31478
H 1.96062 -3.63766 -0.21895
H 2.81645 -3.03498 1.03959
O 3.14665 0.08786 -0.41096
H 3.85197 0.04847 -1.06467
H 2.67614 0.87775 -0.77951
O -0.55034 0.02635 -3.13898
H -0.77418 0.34871 -2.25478
H 0.26149 -0.46478 -2.98969
O 0.66564 -2.17084 3.06039
H 0.41497 -1.23461 3.11178
H -0.09111 -2.70839 3.25808
O 1.37836 4.46740 1.73580
H 0.82913 4.52794 0.95787
H 2.04145 3.83097 1.42551
O -3.39585 -0.46593 -0.48483
H -3.83362 -0.48090 -1.36406
H -2.62654 0.09029 -0.57672
O -0.43583 -4.24499 0.59261
H 0.14093 -4.46696 1.32539
H -1.01913 -3.61486 0.99166
O 1.74221 -1.22198 -2.85968
H 2.36495 -0.63790 -2.44470
H 1.85668 -1.09766 -3.81438
O -0.49889 3.66781 -1.72040
H -0.81944 2.78822 -1.38285
H -0.28797 3.35221 -2.55409
O 3.03056 -1.41193 1.85772
H 2.13926 -1.55274 2.18856
H 2.93896 -0.82022 1.12388
O -0.19682 0.30413 3.90928
H -0.27779 1.07599 3.39629
H -1.02394 0.34417 4.38022
O -2.78795 -2.78739 1.01192
H -2.95451 -2.27191 1.76188
H -2.88358 -2.18196 0.31108
O 2.44536 2.40603 -1.73718
H 2.52525 1.97752 -2.63825
H 1.57193 2.84473 -1.76994
O 2.09030 1.21365 2.28289
H 2.49737 1.77842 1.64444
H 1.24975 1.07118 1.86102
O -3.30508 1.97563 -2.27685
H -2.50861 1.67596 -1.85944
H -3.93963 1.30122 -2.51114
*
```

Computed properties:
ΔE to the lowest compared entry with this formula, charge and spin = 204.9 kJ/mol
Orbital gap = 8.6 eV

***

orbital gap of number 1 (C3H3NOS2)?
8.5 eV

***

Which value of ΔE to the lowest compared entry with this formula, charge and spin does entry 1 give?
303.8 kJ/mol